# 1
Entry from OMol25: C4H3F3 in the gas phase in a non-equilibrium geometry (wB97M-V/def2-TZVPD).

The geometry in XYZ format:
```
10
Properties=species:S:1:pos:R:3:nbo_charge:R:1
C -0.888 1.409 0.021 -0.46
C -0.903 0.101 -0.016 0.33
F -2.083 -0.543 -0.049 -0.32
C 0.210 -0.878 -0.063 0.25
F -0.166 -2.124 0.022 -0.30
C 1.528 -0.710 -0.018 0.17
F 2.058 0.529 -0.032 -0.32
H 0.027 1.990 0.011 0.24
H -1.926 1.826 0.064 0.23
H 2.144 -1.600 0.059 0.19
```

Total charge: 0
Gap between HOMO and LUMO in eV: 10.02
SMILES string: C=C(F)/C(F)=C\F
Multiplicity: 1
Highest occupied orbital energy in eV: -9.30
Max |F| in eV/Å: 2.1
ΔE to the lowest compared entry with this formula, charge and spin in kJ/mol: 54.9

=====

# 2
Entry from OMol25: C35H25BrF6IrN3O3PS2Te as an isolated structure (wB97M-V/def2-TZVPD).

The geometry in XYZ format:
```
78
Properties=species:S:1:pos:R:3:lowdin_charge:R:1
Ir -0.700 -0.007 -1.417 1.02
F -6.029 0.411 0.297 0.13
C -5.653 1.695 0.176 -0.60
F -6.010 2.116 -1.048 0.13
F -6.383 2.406 1.070 0.11
C -4.184 1.887 0.442 -0.12
C -3.794 2.653 1.522 0.00
C -2.444 2.827 1.818 -0.05
C -1.533 2.207 0.999 -0.13
N -1.902 1.459 -0.047 -0.11
C -3.198 1.262 -0.360 -0.74
S -3.455 0.231 -1.711 0.57
H -4.551 3.118 2.142 0.12
H -2.114 3.421 2.664 0.10
H -0.464 2.296 1.166 0.08
O -3.548 -5.211 1.046 0.09
C -2.915 -4.138 0.526 -0.30
C -2.376 -3.120 1.301 0.02
C -1.748 -2.082 0.658 -0.13
N -1.637 -2.000 -0.677 -0.11
C -2.183 -2.970 -1.394 -0.73
Br -2.161 -2.809 -3.267 0.84
C -2.818 -4.065 -0.851 -0.03
H -3.573 -5.145 2.003 0.11
H -2.438 -3.137 2.385 0.12
H -1.295 -1.271 1.215 0.10
H -3.242 -4.838 -1.479 0.12
F 1.628 -2.195 -5.197 0.14
C 2.038 -2.768 -4.055 -0.55
F 3.312 -2.360 -3.832 0.13
F 2.055 -4.084 -4.251 0.15
C 1.167 -2.382 -2.848 -0.61
O 1.068 -3.204 -1.942 0.03
O 0.689 -1.198 -2.930 -0.34
N 0.699 0.026 -0.139 -0.38
P 1.869 -0.013 0.897 0.80
C 1.489 1.014 2.335 -0.30
C 1.615 2.402 2.223 -0.12
C 1.176 3.230 3.249 -0.08
C 0.599 2.676 4.388 -0.08
C 0.457 1.298 4.499 -0.07
C 0.901 0.466 3.476 -0.07
C 3.418 0.595 0.220 -0.28
C 3.626 0.355 -1.139 -0.06
C 4.829 0.720 -1.727 -0.06
C 5.818 1.330 -0.962 -0.08
C 5.609 1.576 0.391 -0.08
C 4.409 1.208 0.986 -0.09
C 2.247 -1.663 1.497 -0.28
C 3.126 -1.837 2.572 -0.09
C 3.425 -3.116 3.016 -0.08
C 2.861 -4.221 2.378 -0.08
C 2.013 -4.046 1.294 -0.06
C 1.702 -2.765 0.851 -0.07
H 2.051 2.833 1.326 0.12
H 1.283 4.305 3.161 0.11
H 0.262 3.323 5.193 0.11
H 0.001 0.869 5.385 0.11
H 0.787 -0.609 3.562 0.11
H 2.839 -0.108 -1.730 0.09
H 4.990 0.527 -2.782 0.11
H 6.756 1.619 -1.424 0.10
H 6.382 2.056 0.983 0.10
H 4.248 1.402 2.042 0.10
H 3.573 -0.976 3.063 0.11
H 4.102 -3.254 3.852 0.10
H 3.102 -5.221 2.721 0.10
H 1.605 -4.906 0.773 0.11
H 1.091 -2.624 -0.032 0.06
Te -0.885 0.934 -4.016 1.12
C -2.040 2.630 -4.134 -1.03
C -2.494 3.192 -5.303 -0.25
C -3.274 4.360 -5.082 -0.19
C -3.385 4.661 -3.754 -0.40
S -2.567 3.534 -2.779 0.95
H -2.276 2.773 -6.282 0.10
H -3.732 4.946 -5.871 0.10
H -3.918 5.490 -3.302 0.07
```

Total charge: 0
<S²>: 8.78
Gap between HOMO and LUMO (spin up / spin down) in eV: 7.22 / 5.48
Multiplicity: 6
Highest occupied orbital energy (spin up / spin down) in eV: -6.96 / -7.68
Max |F| in eV/Å: 1.0
ΔE to the lowest compared entry with this formula, charge and spin in kJ/mol: 71.1

=====

# 3
Entry from OMol25: C4H7NO in the gas phase in a non-equilibrium geometry (wB97M-V/def2-TZVPD).

The geometry in XYZ format:
```
13
Properties=species:S:1:pos:R:3:nbo_charge:R:1
C 1.034 -1.481 -0.476 -0.35
C 0.380 -0.496 0.094 -0.06
C 1.149 0.783 0.570 -0.65
C -1.065 -0.436 0.194 0.63
N -1.755 0.659 -0.437 -0.88
O -1.670 -1.363 0.693 -0.57
H 1.947 -1.326 -0.362 0.19
H 0.434 -2.119 -0.808 0.20
H 2.251 0.945 0.446 0.24
H 0.865 1.535 -0.422 0.20
H 0.651 0.997 1.558 0.23
H -1.269 1.556 -0.638 0.40
H -2.951 0.746 -0.411 0.42
```

Total charge: 0
Gap between HOMO and LUMO in eV: 10.40
SMILES string: C=C(C)C(N)=O
Multiplicity: 1
Highest occupied orbital energy in eV: -9.66
Max |F| in eV/Å: 8.2
ΔE to the lowest compared entry with this formula, charge and spin in kJ/mol: 371.5

=====

| no. | E (hartree) |
| --- | --- |
| 1 | -453.74529 |
| 2 | -6421.98337 |
| 3 | -286.49017 |